{
  "formula": "C20H17N5O6S2",
  "method": "ωB97M-V/def2-TZVPD",
  "homo_lumo_gap_ev": 4.787,
  "lumo_energy_ev": -3.1431,
  "e_homo_ev": -7.93,
  "species": ["C", "C", "H", "N", "H", "C", "C", "O", "O", "O", "H", "H", "N", "S", "H", "H", "C", "H", "H", "C", "C", "H", "O", "C", "C", "H", "H", "H", "H", "C", "O", "N", "H", "C", "H", "N", "C", "O", "C", "C", "C", "S", "N", "H", "C", "C", "H", "C", "C", "C"],
  "positions_angstrom": [[0.35, -1.23, 3.84], [-1.21, 2.01, 0.08], [-4.34, 5.35, -0.10], [0.43, -0.89, 0.28], [-2.00, 4.77, -2.94], [0.88, -1.31, 2.63], [-4.52, 4.27, -0.14], [-2.07, 0.84, -6.33], [-2.52, -1.61, -6.39], [3.32, -4.08, 3.34], [-1.63, -1.82, -1.31], [-5.12, 4.00, -0.94], [0.02, 0.76, 1.79], [-2.51, 2.57, 1.09], [4.63, -3.25, 1.88], [-3.62, 4.21, -2.80], [-0.97, -0.54, -4.39], [2.05, -3.56, 5.62], [6.01, -0.78, 4.20], [1.90, -2.26, 2.45], [1.73, -2.97, 4.76], [1.06, 1.60, -2.94], [5.69, -1.19, 3.36], [-0.02, 0.45, -4.16], [-1.19, -1.08, -2.01], [2.28, -2.56, 1.48], [0.11, -2.09, 5.76], [5.32, -4.24, 3.25], [-0.57, -0.73, 4.09], [-2.59, 3.93, -2.62], [-0.26, -0.67, -6.90], [-1.15, 2.48, -1.11], [0.38, 1.07, -4.90], [-1.50, -1.28, -3.39], [-2.34, 3.14, -3.32], [-0.21, 1.15, 0.51], [0.71, -2.12, 4.88], [5.03, -2.49, 5.02], [4.58, -3.45, 3.01], [0.43, -0.45, 1.52], [5.09, -2.26, 3.85], [-1.52, -0.52, -6.18], [0.23, 0.12, -0.45], [-2.27, -1.94, -3.59], [-2.30, 3.38, -1.25], [2.35, -3.09, 3.47], [-5.03, 4.11, 0.84], [-3.19, 3.50, -0.21], [0.32, 0.75, -2.84], [-0.23, 0.00, -1.74]]
}


{
  "formula": "C4H15NO3",
  "method": "ωB97M-V/def2-TZVPD",
  "e_above_lowest_kj_mol": 232.6,
  "charge": -1,
  "s2": 0.75,
  "multiplicity": 2,
  "homo_lumo_gap_ev": [2.780, 8.335],
  "lumo_energy_ev": [3.6284, 3.4488],
  "e_homo_ev": [0.85, -4.89],
  "species": ["H", "C", "H", "H", "O", "H", "C", "H", "C", "C", "H", "O", "H", "H", "O", "H", "H", "H", "H", "N", "H", "H", "H"],
  "positions_angstrom": [[-1.51, -1.56, -2.83], [1.79, -0.29, 0.50], [-1.24, -1.26, 1.06], [-1.43, 0.15, -2.27], [-0.75, 0.82, 2.76], [-1.66, -2.20, 2.35], [-0.08, -1.08, -1.05], [-0.09, 0.18, 2.36], [0.37, -0.16, -0.18], [-1.33, -0.86, -1.85], [1.33, 2.53, -1.11], [1.58, 2.84, -1.86], [-2.22, -1.14, -1.21], [0.02, 1.75, 0.54], [-1.03, -1.52, 2.07], [1.64, -0.27, 1.53], [1.69, 2.13, -2.56], [2.10, -1.31, 0.44], [-1.09, 0.22, 3.49], [-0.08, 1.15, -0.20], [2.37, 0.51, 0.06], [-0.84, 1.36, -0.89], [0.45, -1.99, -1.14]]
}


{
  "formula": "C3H3N",
  "method": "ωB97M-V/def2-TZVPD",
  "e_above_lowest_kj_mol": 268.1,
  "s2": 2.00,
  "multiplicity": 3,
  "homo_lumo_gap_ev": [6.446, 8.358],
  "lumo_energy_ev": [1.0415, -2.8884],
  "e_homo_ev": [-5.40, -11.25],
  "species": ["H", "H", "C", "N", "C", "C", "H"],
  "positions_angstrom": [[1.51, 0.08, -1.65], [-0.09, -2.01, 0.14], [-0.96, 1.24, 1.00], [-0.02, 1.80, 1.32], [1.00, -0.48, -0.95], [0.42, -1.41, -0.50], [-1.86, 0.77, 0.65]]
}


For reference, largest force on an atom by record: 5.120; 9.820; 12.478 eV/A.